[1]
Molecular formula: C24H27AuIN2OSbSi
Method: DFT, ωB97M-V/def2-TZVPD

Properties
* gap between HOMO and LUMO: 7.52 eV
* energy relative to the best compared isomer or geometry (same formula, charge and spin): 286.3 kcal/mol
* LUMO energy: 0.4 eV
* charge: 0

```
58
Properties=species:S:1:pos:R:3:forces:R:3:mulliken_charge:R:1
Au -0.5983 -1.9215 0.5514 3.35 15.23 -3.28 0.63
C -4.6033 -0.8095 -0.2518 0.04 -0.51 -0.45 -1.14
Sb -2.8716 -0.6303 1.0327 -1.29 0.51 0.12 0.67
C -2.9796 1.5287 1.1267 -3.45 -1.22 -1.23 -1.04
C -4.0042 -0.9221 2.8528 0.21 -0.44 0.35 -1.18
H -5.4294 -0.1851 0.1444 0.65 -0.31 -0.09 0.34
H -4.9270 -1.8701 -0.2879 0.19 0.64 -0.07 0.35
H -4.3404 -0.4679 -1.2742 -0.19 -0.25 0.59 0.34
H -4.0237 1.8428 1.3295 0.08 -0.53 -0.32 0.63
H -2.6465 1.9560 0.1586 -0.35 -0.25 0.86 0.42
H -2.3193 1.8950 1.9394 -4.31 -1.95 -2.06 -0.01
H -4.9150 -0.2889 2.8325 0.64 -0.30 -0.18 0.36
H -3.3788 -0.6406 3.7249 -0.40 -0.23 -0.48 0.35
H -4.2979 -1.9883 2.9365 0.23 0.64 0.03 0.34
I 3.6128 -6.2128 0.2536 0.46 -0.91 0.12 0.15
C 2.6696 -4.4492 0.0698 -0.71 0.74 0.15 -0.73
C 3.1698 -3.3006 -0.4835 -1.39 1.15 -0.25 -0.10
N 2.1657 -2.3803 -0.3803 -0.31 -2.20 -3.31 0.66
N 1.0527 -2.8627 0.2033 3.68 -3.26 -1.38 -0.60
C 1.3670 -4.1337 0.4779 -0.73 -0.47 0.58 0.06
H 4.1209 -3.0514 -0.9312 -0.15 0.01 0.10 0.55
H 2.1676 -1.4116 -0.6835 0.10 -0.65 -0.41 -0.19
H 0.6300 -4.7625 0.9608 -0.01 0.19 -0.05 0.46
O -1.2950 -3.3203 1.0132 -6.77 -13.77 4.41 -0.98
C 4.9299 0.3290 1.1314 -0.12 -0.02 -0.13 -0.57
C 4.1683 -0.7983 1.4258 -0.20 0.20 0.01 -0.56
C 2.8253 -0.8574 1.0434 1.12 1.74 2.36 0.14
C 2.2203 0.2145 0.3601 0.83 0.53 0.21 0.15
C 3.0066 1.3456 0.0759 0.37 -0.36 0.19 -0.60
C 4.3500 1.3996 0.4563 -0.18 0.06 -0.04 -0.72
Si 0.4152 0.1134 -0.1203 -0.69 0.25 0.29 -0.68
C 0.2589 0.1634 -1.9817 0.26 0.51 -0.76 1.17
C 1.3651 0.0013 -2.8352 -0.48 0.04 -0.36 -0.56
C 1.2135 0.0223 -4.2252 -0.09 -0.09 0.18 -0.74
C -0.0461 0.1976 -4.7905 0.16 -0.01 0.05 -0.58
C -1.1568 0.3497 -3.9673 0.03 -0.02 0.42 -0.60
C -1.0080 0.3291 -2.5776 0.38 -0.02 -0.45 -0.04
C -0.3599 1.6684 0.5873 0.44 0.42 0.75 1.05
C -0.4844 2.8570 -0.1545 -0.15 0.67 0.44 -0.34
C -1.0703 3.9953 0.4062 0.27 -0.36 -0.40 -0.61
C -1.5356 3.9702 1.7178 0.37 -0.03 0.58 -0.62
C -1.4151 2.8071 2.4724 3.31 2.95 1.40 -0.18
C -0.8332 1.6658 1.9137 4.51 0.76 -0.06 -1.09
H 5.9733 0.3751 1.4307 -0.12 -0.01 -0.04 0.40
H 4.6181 -1.6330 1.9570 -0.07 0.09 -0.02 0.47
H 2.2604 -1.7542 1.2935 0.57 1.47 1.28 0.11
H 2.5822 2.2028 -0.4454 -0.05 -0.19 0.07 0.38
H 4.9412 2.2825 0.2280 -0.08 -0.12 0.04 0.41
H 2.3677 -0.1488 -2.4363 -0.12 0.17 0.04 0.27
H 2.0833 -0.1020 -4.8648 -0.11 0.01 0.07 0.39
H -0.1614 0.2126 -5.8706 0.02 0.00 0.14 0.36
H -2.1430 0.4843 -4.4042 0.12 -0.02 0.06 0.40
H -1.9014 0.4523 -1.9656 0.15 -0.01 0.05 0.16
H -0.1257 2.9171 -1.1813 -0.05 -0.17 0.16 0.42
H -1.1596 4.9034 -0.1843 0.01 -0.12 0.09 0.41
H -1.9871 4.8574 2.1529 0.03 -0.16 -0.03 0.38
H -1.7698 2.7871 3.4994 -0.01 -0.03 -0.12 0.47
H -0.7477 0.7770 2.5375 -0.03 0.01 -0.18 0.61
```
Positions in Å, forces in eV/Å.

=====

[2]
Molecular formula: C5H12N4O
Method: DFT, ωB97M-V/def2-TZVPD

Properties
* gap between HOMO and LUMO: 7.31 eV
* energy relative to the best compared isomer or geometry (same formula, charge and spin): 77.5 kcal/mol
* LUMO energy: -8.3 eV
* charge: +2

```
22
Properties=species:S:1:pos:R:3:forces:R:3:mulliken_charge:R:1
C -0.6740 2.1991 0.7846 -0.60 1.68 0.71 -0.26
C -1.5239 -0.9283 2.5003 0.62 1.12 -1.24 -0.23
C -0.2499 0.9567 0.1581 -0.13 -3.33 0.72 0.89
C 0.6564 -0.8129 -1.2295 0.30 -0.95 -0.27 -0.49
C 1.9314 -0.8146 -2.0738 -0.03 -0.41 0.77 -0.68
N -0.9715 -0.5888 1.4492 0.63 0.31 -1.08 -0.55
N 0.3458 0.4983 -0.7788 -0.87 1.47 0.97 -0.18
N -2.0218 0.0843 3.5541 -0.02 0.40 0.07 -0.29
N 1.7192 -0.1637 -3.4010 0.00 0.17 -0.33 -0.28
O -1.2258 2.2497 1.8476 0.30 0.07 -0.54 -0.44
H -0.4573 3.0997 0.1835 0.01 -0.10 0.11 0.36
H -1.7203 -1.9500 2.7916 -0.16 -0.25 0.31 0.43
H -0.2022 -1.1843 -1.8042 0.07 0.04 0.12 0.36
H 0.7773 -1.4785 -0.3689 -0.01 0.05 -0.12 0.39
H 2.2529 -1.8463 -2.2356 -0.04 0.18 -0.11 0.41
H 2.7298 -0.2842 -1.5483 -0.07 -0.02 -0.22 0.37
H -1.8504 1.0355 3.1595 -0.10 -0.58 0.26 0.31
H -1.5027 -0.0266 4.4338 -0.15 0.07 -0.14 0.39
H -3.0217 -0.0376 3.7569 0.20 0.04 -0.01 0.40
H 2.6114 -0.0649 -3.9086 -0.28 0.01 0.08 0.37
H 1.3148 0.7764 -3.2781 0.13 -0.21 -0.17 0.35
H 1.0826 -0.7191 -3.9925 0.18 0.23 0.11 0.37
```
Positions in Å, forces in eV/Å.

=====

[3]
Molecular formula: C4H6O2
Method: DFT, ωB97M-V/def2-TZVPD

Properties
* gap between HOMO and LUMO: 10.84 eV
* energy relative to the best compared isomer or geometry (same formula, charge and spin): 38.6 kcal/mol
* LUMO energy: 0.9 eV
* charge: 0

```
12
Properties=species:S:1:pos:R:3:forces:R:3:mulliken_charge:R:1
C 0.6243 0.6128 1.2601 0.13 -0.07 0.12 -1.18
C -0.1449 0.7605 -0.0377 -0.18 0.10 0.26 0.39
O 0.6190 0.3723 -1.1966 0.11 0.03 -0.02 -0.43
C -0.0628 -0.8788 -1.3452 -0.13 -0.36 -0.18 -0.26
C -0.9795 -0.5073 -0.1816 -0.36 -0.11 0.02 0.24
O -1.8647 -1.0209 0.4360 0.28 0.19 -0.37 -0.54
H 0.0481 1.0258 2.0918 0.11 0.00 -0.09 0.31
H 0.7589 -0.4586 1.4482 0.17 0.19 0.13 0.29
H 1.6095 1.0747 1.2026 -0.10 0.14 0.01 0.32
H -0.6242 1.7349 -0.1858 0.05 -0.17 0.12 0.36
H 0.5989 -1.7381 -1.1898 -0.16 0.03 0.03 0.22
H -0.5826 -0.9772 -2.3019 0.07 0.02 -0.03 0.26
```
Positions in Å, forces in eV/Å.

=====

[4]
Molecular formula: C16H18BrIrN
Method: DFT, ωB97M-V/def2-TZVPD

Properties
* gap between HOMO and LUMO (alpha / beta): 4.58 / 2.83 eV
* energy relative to the best compared isomer or geometry (same formula, charge and spin): 43.4 kcal/mol
* LUMO energy (alpha / beta): 2.4 / 0.6 eV
* multiplicity: 5
* charge: -1
* <S²>: 6.028

```
37
Properties=species:S:1:pos:R:3:forces:R:3:mulliken_charge:R:1
C 1.3772 0.8658 1.7882 1.07 -1.31 1.52 -0.86
C -0.0552 0.7604 1.9062 -0.75 -0.30 0.97 -1.00
C -0.4200 -0.5847 1.9423 -0.30 -0.05 0.39 0.39
H -0.7320 1.5973 2.0386 0.09 -0.16 -0.19 0.45
C 0.6992 -1.3992 1.7443 -0.57 0.06 1.12 -1.47
C 1.8759 -0.5661 1.7261 0.70 1.56 2.19 0.07
H 2.8637 -0.8696 2.0647 -0.27 -0.12 0.28 0.58
H 1.9562 1.6964 2.1943 -0.20 -0.25 0.04 0.69
H -1.4074 -0.9641 2.1833 0.17 0.20 -0.46 0.45
H 0.7016 -2.4819 1.6925 0.02 0.21 -0.02 0.49
Ir 2.0118 0.2873 -0.0731 -4.97 -3.98 0.74 0.89
Br 0.9940 -1.6219 -1.2355 -0.34 -1.26 -1.13 -0.42
C 2.7906 0.4972 -2.1056 1.61 1.07 -1.44 -0.70
C 3.8475 0.1764 -1.1858 0.85 0.45 -1.06 -0.44
C 3.8896 1.2074 -0.1769 1.75 1.64 -0.88 -0.55
H 4.4960 -0.6924 -1.2697 -0.20 0.26 0.18 0.35
C 2.8574 2.1735 -0.5020 1.61 1.32 -0.68 -0.42
C 2.1638 1.7058 -1.6677 0.38 1.04 -0.91 -0.27
H 1.3013 2.1599 -2.1417 0.24 0.05 0.12 0.36
H 2.4728 -0.0704 -2.9689 0.16 0.03 0.25 0.57
H 4.5794 1.2573 0.6704 -0.31 -0.03 -0.44 0.42
H 2.6270 3.0820 0.0481 0.04 -0.33 -0.10 0.42
C -2.2558 1.9462 -0.5317 0.21 0.63 -0.02 -0.80
C -2.7382 0.5627 -0.4824 -2.08 -2.13 -0.49 0.16
C -4.0352 0.0416 -0.8371 1.30 0.71 0.41 -0.83
C -3.9439 -1.3568 -0.7032 1.52 -0.42 0.63 -0.93
C -2.5989 -1.6238 -0.2665 -2.44 1.73 -0.88 0.21
C -1.9826 -2.9340 -0.0450 0.49 -0.61 0.15 -0.65
N -1.9263 -0.4575 -0.1543 0.59 -0.15 -0.30 0.15
H -1.1592 1.9376 -0.4521 -0.22 0.16 -0.04 -0.09
H -2.6761 2.5472 0.2854 0.16 0.22 -0.06 0.17
H -2.5517 2.4034 -1.4829 0.14 0.23 0.11 0.38
H -4.8802 0.6471 -1.1306 -0.17 -0.06 -0.10 0.41
H -4.6804 -2.1360 -0.8601 -0.18 0.20 -0.11 0.42
H -2.3540 -3.4154 0.8744 0.23 -0.08 -0.10 0.18
H -2.2166 -3.5903 -0.8954 0.19 -0.12 0.24 0.32
H -0.8915 -2.7883 0.0093 -0.52 -0.41 0.09 -0.11
```
Positions in Å, forces in eV/Å.

=====

Which of these has the lowest charge? C16H18BrIrN

=====

Which value of charge does entry 2 give? +2

=====

What did the third record say?
Molecular formula: C4H6O2
Method: DFT, ωB97M-V/def2-TZVPD

Properties
* gap between HOMO and LUMO: 10.84 eV
* energy relative to the best compared isomer or geometry (same formula, charge and spin): 38.6 kcal/mol
* LUMO energy: 0.9 eV
* charge: 0

```
12
Properties=species:S:1:pos:R:3:forces:R:3:mulliken_charge:R:1
C 0.6243 0.6128 1.2601 0.13 -0.07 0.12 -1.18
C -0.1449 0.7605 -0.0377 -0.18 0.10 0.26 0.39
O 0.6190 0.3723 -1.1966 0.11 0.03 -0.02 -0.43
C -0.0628 -0.8788 -1.3452 -0.13 -0.36 -0.18 -0.26
C -0.9795 -0.5073 -0.1816 -0.36 -0.11 0.02 0.24
O -1.8647 -1.0209 0.4360 0.28 0.19 -0.37 -0.54
H 0.0481 1.0258 2.0918 0.11 0.00 -0.09 0.31
H 0.7589 -0.4586 1.4482 0.17 0.19 0.13 0.29
H 1.6095 1.0747 1.2026 -0.10 0.14 0.01 0.32
H -0.6242 1.7349 -0.1858 0.05 -0.17 0.12 0.36
H 0.5989 -1.7381 -1.1898 -0.16 0.03 0.03 0.22
H -0.5826 -0.9772 -2.3019 0.07 0.02 -0.03 0.26
```
Positions in Å, forces in eV/Å.